{"formula": "C8H10F3NZn", "method": "the ωB97M-V functional and the def2-TZVPD basis", "fmax_ev_per_a": 2.3, "multiplicity": 1, "total_charge": -2, "orbital_gap_ev": 4.267, "energy_ev": -66512.28280, "e_homo_ev": 1.39, "elements": ["C", "C", "C", "C", "C", "Zn", "N", "C", "C", "H", "H", "H", "H", "H", "H", "H", "H", "H", "H", "F", "C", "F", "F"], "xyz": [[-0.866167, 1.014465, -1.971575], [0.536631, 0.821944, -2.242401], [1.288713, 1.602211, -1.291692], [0.349192, 2.272966, -0.432116], [-0.983793, 1.921595, -0.863760], [0.128096, -0.118455, 0.045528], [-1.533867, -1.079116, 0.362317], [-0.262095, -2.251711, -0.001358], [0.944766, -1.841266, -0.859210], [2.350749, 1.766874, -1.294840], [0.949832, 0.262024, -3.056609], [0.592190, 3.042110, 0.284897], [-1.889305, 2.370175, -0.498029], [-1.680355, 0.636416, -2.556173], [0.886043, -1.948017, -1.959952], [-0.866702, -2.940367, -0.572360], [-2.416756, -1.053259, 0.935651], [1.975222, -1.849052, -0.490779], [0.126072, -2.717942, 0.893949], [-0.189058, 1.331117, 2.509828], [0.645194, 0.396747, 1.930499], [1.957933, 0.944763, 2.122418], [0.631464, -0.710721, 2.786269]], "atomic_forces_ev_per_a": [[1.63, 1.46, 0.05], [-1.00, 1.98, 0.66], [-1.71, 0.41, -0.55], [-0.63, -0.13, -1.86], [1.72, 0.10, -0.93], [0.01, 0.94, 0.18], [0.96, -0.14, -1.43], [-1.32, -1.74, -0.19], [-1.05, 0.44, 0.27], [0.27, -0.25, 0.17], [0.11, -0.42, -0.04], [0.03, -0.25, 0.32], [-0.23, -0.23, 0.30], [-0.22, -0.42, 0.05], [-0.24, 0.18, 0.77], [-0.16, -0.57, 0.11], [1.73, -1.24, -0.15], [-0.41, -0.26, 0.34], [-0.30, -0.10, 0.56], [0.38, -0.23, 0.59], [0.94, -0.16, -0.22], [-0.63, -0.14, 0.57], [0.11, 0.76, 0.42]], "nbo_charge": [-0.372, -0.359, -0.419, -0.394, -0.382, 1.541, -1.419, -0.323, -1.052, 0.189, 0.187, 0.196, 0.189, 0.191, 0.172, 0.166, 0.338, 0.184, 0.167, -0.407, 0.475, -0.448, -0.419]}

{"formula": "C8H10N2O3", "method": "the ωB97M-V functional and the def2-TZVPD basis", "fmax_ev_per_a": 3.1, "multiplicity": 1, "orbital_gap_ev": 9.711, "relative_energy_ev": 2.053, "energy_ev": -17579.51150, "e_homo_ev": -9.04, "elements": ["C", "C", "C", "C", "C", "C", "C", "C", "N", "N", "O", "O", "O", "H", "H", "H", "H", "H", "H", "H", "H", "H", "H"], "xyz": [[4.337467, 0.694694, 0.121566], [3.559359, 1.465791, 0.898552], [3.480720, -0.355066, -0.418092], [0.035939, 0.637739, -0.740049], [0.069988, -1.304525, 0.709906], [-1.363143, -0.819585, 0.465815], [0.873811, -0.581655, -0.359413], [-2.281118, 1.361228, -0.375588], [2.266951, -0.123181, 0.193953], [-1.193156, 0.437474, -0.221855], [3.692398, -1.279109, -1.170669], [0.397193, 1.596139, -1.379844], [2.291553, 1.027750, 0.962283], [5.370739, 0.830181, -0.117570], [3.774673, 2.346316, 1.475903], [0.410258, -0.979458, 1.694083], [0.167947, -2.384081, 0.649109], [-1.920984, -1.523929, -0.162964], [-1.922215, -0.673235, 1.392416], [1.143473, -1.185910, -1.226389], [-3.161150, 0.853571, -0.774436], [-2.543210, 1.810028, 0.584538], [-1.965543, 2.142495, -1.060839]], "atomic_forces_ev_per_a": [[-0.23, 0.33, 0.16], [0.53, -0.39, -0.42], [0.07, 0.25, 0.29], [0.05, -0.05, -0.03], [-0.07, 0.05, -0.02], [-0.12, -0.27, 0.03], [2.66, 0.95, 1.30], [-0.07, 0.10, -0.07], [-2.47, -1.11, -0.97], [-0.13, -0.06, 0.18], [0.06, -0.30, -0.42], [0.20, 0.17, -0.18], [-0.51, 0.16, 0.07], [0.21, 0.03, 0.00], [-0.09, 0.08, 0.09], [0.00, -0.01, -0.07], [-0.01, -0.04, 0.03], [-0.05, 0.02, 0.08], [0.01, -0.04, -0.01], [-0.01, 0.08, 0.02], [0.00, 0.01, -0.04], [-0.03, 0.02, 0.02], [-0.02, 0.05, -0.03]], "nbo_charge": [-0.407, 0.176, 0.596, 0.659, -0.420, -0.202, -0.131, -0.414, -0.129, -0.415, -0.625, -0.602, -0.291, 0.243, 0.214, 0.227, 0.229, 0.186, 0.201, 0.267, 0.198, 0.198, 0.243]}

{"formula": "C8H10N2OS", "method": "the ωB97M-V functional and the def2-TZVPD basis", "fmax_ev_per_a": 6.5, "multiplicity": 1, "orbital_gap_ev": 9.334, "relative_energy_ev": 4.700, "energy_ev": -24316.16410, "e_homo_ev": -8.95, "elements": ["C", "C", "C", "C", "C", "C", "C", "C", "H", "H", "H", "H", "H", "H", "H", "H", "H", "H", "N", "N", "O", "S"], "xyz": [[2.924960, -1.483417, -0.750902], [0.727343, 0.160133, -0.533728], [1.484892, 2.379368, -0.198237], [0.073864, 2.725609, 0.013812], [-0.856882, 1.783587, -0.314229], [-1.904898, -0.334580, -0.215745], [-2.062266, -0.836491, 1.182758], [-2.282377, -2.162638, 1.217704], [3.227150, -1.526832, -1.927682], [3.298869, -0.509227, -0.104495], [3.224693, -2.606821, -0.036706], [-0.090016, 3.777934, 0.028459], [-1.853719, 2.080384, -0.214675], [-1.650081, -1.271821, -0.877190], [-2.659549, 0.345701, -0.656939], [-1.923842, -0.197708, 2.110659], [-2.476386, -2.872675, 0.316344], [-1.994239, -2.639792, 2.360177], [1.766020, 1.050928, -0.355969], [-0.540158, 0.410933, -0.530263], [2.361372, 3.294605, 0.028892], [1.205250, -1.567180, -0.542043]], "atomic_forces_ev_per_a": [[2.91, -1.24, 1.51], [5.25, -0.30, 1.18], [1.99, 2.90, 2.58], [0.01, -1.77, -2.53], [2.70, 1.29, 1.24], [2.87, -1.78, -3.02], [0.12, -0.68, -0.17], [1.44, -1.53, 3.45], [-0.36, 0.12, 3.24], [-0.61, -2.58, -2.07], [-0.36, 3.55, -2.66], [-0.65, 0.48, 0.55], [-1.53, -0.14, -0.25], [-1.60, 1.62, 1.04], [0.46, -0.71, 0.31], [-0.06, -0.91, -1.43], [0.58, 1.53, 1.85], [-1.64, 0.89, -3.47], [-2.17, -1.98, -1.29], [-5.09, 3.87, 1.38], [-2.33, -3.17, -1.31], [-1.94, 0.53, -0.13]], "nbo_charge": [-0.829, 0.340, 0.579, -0.290, -0.001, -0.220, -0.276, -0.349, 0.252, 0.312, 0.236, 0.241, 0.202, 0.230, 0.227, 0.243, 0.226, 0.220, -0.573, -0.410, -0.623, 0.261]}

{"formula": "C8H10N2S", "method": "the ωB97M-V functional and the def2-TZVPD basis", "fmax_ev_per_a": 2.5, "multiplicity": 1, "orbital_gap_ev": 8.031, "relative_energy_ev": 0.000, "energy_ev": -22272.91872, "e_homo_ev": -7.74, "elements": ["C", "C", "C", "C", "C", "C", "C", "C", "N", "N", "S", "H", "H", "H", "H", "H", "H", "H", "H", "H", "H"], "xyz": [[-0.778119, -0.367187, 1.277091], [-2.502223, -1.317327, -0.169320], [0.019481, -0.379773, -0.034489], [1.258005, 1.097692, 1.090405], [-2.249481, -0.302326, 0.936214], [-0.424716, -1.082364, -1.126087], [2.374285, 2.045650, 1.306234], [0.363535, -1.236202, -2.382194], [-1.681975, -1.661561, -1.072595], [1.147304, 0.381625, 0.046565], [-0.038722, 1.000543, 2.336879], [-0.562885, -1.290125, 1.835170], [-3.492789, -1.753740, -0.220141], [-2.878780, -0.508700, 1.800703], [-2.515238, 0.689860, 0.551035], [3.313935, 1.579818, 1.015241], [2.420643, 2.364162, 2.344322], [2.227249, 2.923873, 0.677266], [0.515001, -0.267324, -2.856209], [-0.168594, -1.894382, -3.063219], [1.343889, -1.653396, -2.159140]], "atomic_forces_ev_per_a": [[0.10, 0.00, 0.26], [-0.32, 0.14, 0.38], [-1.14, -0.58, -0.02], [-0.48, -0.15, 0.24], [0.22, -0.12, -0.10], [1.02, 1.47, 1.72], [0.23, 0.15, 0.10], [0.03, 0.07, 0.05], [-0.58, -0.59, -0.20], [1.22, 0.35, -0.45], [-0.18, -0.85, -1.60], [-0.09, 0.06, -0.15], [-0.15, -0.08, 0.03], [-0.07, -0.01, -0.06], [-0.01, 0.06, 0.01], [0.02, 0.01, 0.01], [0.09, 0.04, 0.03], [-0.01, 0.05, 0.00], [0.05, 0.00, -0.11], [0.00, -0.02, -0.04], [0.08, -0.01, -0.10]], "nbo_charge": [-0.338, 0.145, 0.113, 0.191, -0.494, 0.136, -0.670, -0.643, -0.425, -0.461, 0.188, 0.226, 0.179, 0.228, 0.234, 0.243, 0.224, 0.242, 0.226, 0.229, 0.226]}

{"formula": "C8H10N3", "method": "the ωB97M-V functional and the def2-TZVPD basis", "fmax_ev_per_a": 4.4, "multiplicity": 1, "total_charge": 1, "orbital_gap_ev": 6.855, "relative_energy_ev": 6.539, "energy_ev": -12914.17854, "e_homo_ev": -11.27, "elements": ["C", "C", "C", "C", "C", "C", "C", "C", "N", "N", "N", "H", "H", "H", "H", "H", "H", "H", "H", "H", "H"], "xyz": [[0.593452, 1.887897, -1.292247], [2.043371, 1.992117, -0.932945], [1.891925, 0.593716, 1.011426], [2.048694, -0.724480, 0.949266], [-0.205986, 1.112689, -0.656429], [3.428292, -2.208023, -0.400849], [-0.989318, -1.111343, -0.491591], [-1.541672, 0.395732, 1.254944], [2.515892, 1.437413, 0.082905], [2.721051, -1.449953, 0.109933], [-0.944627, 0.251041, -0.015801], [0.458329, 2.528395, -2.040227], [2.720215, 2.631150, -1.424852], [1.296386, 1.001969, 1.862157], [4.221174, -2.855191, -0.797144], [-0.522218, -1.655654, 0.330267], [-2.049037, -1.522429, -0.645529], [-0.455122, -1.243254, -1.517588], [-1.164768, -0.382499, 1.917710], [-1.095186, 1.285577, 1.596707], [-2.600806, 0.479002, 1.254979]], "atomic_forces_ev_per_a": [[1.72, -1.70, 2.31], [-0.57, -1.24, 2.09], [-0.20, -0.10, -0.54], [-1.69, -0.25, 1.27], [-2.25, -2.06, 1.94], [1.09, -0.66, -0.53], [-0.33, -1.92, -2.41], [0.90, 0.91, 1.48], [0.95, 0.15, 1.08], [1.15, 0.04, -0.37], [1.46, 1.26, -4.00], [-1.92, 2.35, -3.10], [0.23, 0.77, -1.33], [0.75, 0.19, -0.82], [-1.01, 0.50, 0.23], [0.26, -0.48, -0.44], [1.33, 1.01, 0.44], [-0.73, 0.31, 2.07], [-0.21, -0.26, -0.16], [-0.07, 1.35, 1.08], [-0.87, -0.17, -0.26]], "nbo_charge": [-0.321, 0.102, -0.135, -0.155, 0.529, 0.192, -0.438, -0.419, -0.326, -0.232, -0.288, 0.284, 0.227, 0.226, 0.286, 0.248, 0.252, 0.244, 0.248, 0.227, 0.249]}

{"formula": "C8H10N3O2S2", "method": "the ωB97M-V functional and the def2-TZVPD basis", "fmax_ev_per_a": 4.1, "multiplicity": 1, "total_charge": -1, "orbital_gap_ev": 6.764, "relative_energy_ev": 0.760, "energy_ev": -38691.77082, "e_homo_ev": -3.49, "elements": ["C", "C", "C", "C", "C", "C", "C", "C", "N", "N", "N", "O", "O", "S", "S", "H", "H", "H", "H", "H", "H", "H", "H", "H", "H"], "xyz": [[-3.814537, 0.506109, -0.042427], [-3.988383, -0.072587, 1.200955], [-2.576640, 0.606800, -0.629323], [-2.832744, -0.669560, 1.856586], [-1.436187, 0.028405, -0.074200], [-1.580333, -0.499031, 1.254327], [0.890333, -0.262894, 0.476318], [1.699201, 0.811527, 1.203156], [4.604893, 0.430843, -1.094070], [-0.170149, 0.212245, -0.364657], [4.236200, 0.192339, -2.228804], [1.741495, -0.895093, -1.941028], [1.909840, -2.750674, -0.352470], [-0.007807, -1.166214, 1.759672], [2.249462, -1.327104, -0.630074], [-4.569822, 0.958267, -0.688014], [-4.993287, 0.084351, 1.549726], [-2.555159, 1.077397, -1.567674], [-2.957941, -1.118817, 2.873422], [2.031695, 1.730623, 0.527660], [2.712772, 0.436967, 1.631665], [1.053239, 1.207267, 1.990921], [0.264961, 0.205831, -1.271529], [4.835750, 0.499584, -3.084104], [3.253146, -0.226580, -2.356033]], "atomic_forces_ev_per_a": [[0.25, 0.05, -0.16], [1.09, -0.19, -0.28], [0.97, -1.09, -0.23], [-1.02, 1.22, -0.06], [-2.40, 0.93, 2.88], [-0.71, -1.41, -0.39], [0.46, -0.47, 0.97], [1.93, 1.88, -0.81], [0.66, 0.43, -0.40], [3.68, 0.56, -1.64], [0.00, 0.61, -0.10], [-0.67, 0.97, -2.26], [0.04, 0.60, -0.11], [-0.55, -0.66, 0.48], [-0.80, -1.82, 3.21], [-0.49, -0.17, 0.85], [-0.10, -0.77, 0.97], [0.44, 0.60, -1.20], [0.30, 0.40, -1.08], [-0.80, -1.95, 0.99], [-1.90, 0.28, -0.63], [0.38, 0.19, 0.11], [-0.72, 0.17, -1.20], [-0.88, -0.67, 0.79], [0.83, 0.30, -0.70]], "nbo_charge": [-0.215, -0.286, -0.284, -0.227, 0.191, -0.203, -0.211, -0.659, -0.282, -0.629, -0.434, -1.072, -1.017, 0.254, 1.526, 0.197, 0.204, 0.196, 0.212, 0.208, 0.232, 0.204, 0.433, 0.262, 0.398]}